C48H79FN3O6 | the ωB97M-V functional and the def2-TZVPD basis

```
137
Properties=species:S:1:pos:R:3
C 1.480 1.871 -6.064
C 0.208 1.743 -5.255
O 0.286 2.384 -3.988
C -0.297 3.670 -3.963
C -1.774 3.628 -3.470
O -2.246 2.301 -3.411
C -2.639 1.841 -2.138
C -1.464 1.803 -1.162
C -1.363 2.712 -0.108
C -2.394 3.773 0.127
O -3.528 3.532 0.351
N -1.934 5.134 -0.017
C -1.769 5.839 1.169
O -2.517 5.899 2.054
F -0.639 6.504 1.169
C -0.274 2.591 0.734
O -0.124 3.360 1.809
C -1.052 2.998 2.912
C -0.394 2.252 4.079
O -1.111 1.069 4.351
C -0.562 -0.041 3.672
C 0.729 -0.539 4.347
C 0.675 1.593 0.396
C 1.924 1.414 1.215
C 3.155 1.955 0.419
C 3.564 3.322 0.921
C 4.682 3.450 1.736
C 5.030 4.706 2.231
C 4.261 5.806 1.896
C 3.142 5.684 1.087
C 2.796 4.433 0.590
N 0.546 0.772 -0.609
N -0.539 0.879 -1.367
C -0.639 -0.124 -2.431
C -1.306 -1.398 -1.971
C -0.829 -2.593 -2.497
C -1.381 -3.808 -2.123
C -2.416 -3.858 -1.200
C -2.908 -2.676 -0.656
C -2.347 -1.464 -1.048
H 1.411 1.162 -6.888
H 2.358 1.600 -5.488
H 1.575 2.852 -6.517
H -0.009 0.688 -5.092
H -0.629 2.115 -5.844
H 0.325 4.287 -3.317
H -0.255 4.106 -4.959
H -1.865 4.161 -2.525
H -2.382 4.174 -4.186
H -3.025 0.843 -2.295
H -3.458 2.434 -1.748
H -1.054 5.169 -0.528
H -1.469 3.926 3.268
H -1.873 2.381 2.552
H -0.509 2.881 4.955
H 0.667 2.074 3.921
H -1.263 -0.868 3.706
H -0.404 0.169 2.607
H 0.753 -1.621 4.397
H 0.705 -0.151 5.359
H 1.594 -0.164 3.810
H 2.066 0.339 1.282
H 1.836 1.870 2.188
H 3.970 1.246 0.501
H 2.903 2.006 -0.638
H 5.269 2.587 2.008
H 5.900 4.785 2.863
H 4.536 6.780 2.272
H 2.530 6.536 0.834
H 1.928 4.327 -0.045
H -1.061 0.327 -3.320
H 0.387 -0.379 -2.667
H -0.009 -2.632 -3.202
H -1.013 -4.743 -2.515
H -2.851 -4.794 -0.890
H -3.695 -2.656 0.077
H -2.736 -0.555 -0.612
C 8.034 -3.921 1.015
C 6.596 -3.464 0.786
C 6.460 -1.952 0.612
C 6.892 -1.123 1.823
C 6.157 -1.449 3.123
C 4.656 -1.192 3.046
H 8.451 -3.500 1.931
H 8.083 -5.006 1.102
H 8.674 -3.622 0.182
H 5.966 -3.809 1.610
H 6.213 -3.950 -0.115
H 5.421 -1.717 0.359
H 7.056 -1.638 -0.250
H 6.743 -0.063 1.588
H 7.966 -1.244 1.985
H 6.579 -0.835 3.922
H 6.334 -2.488 3.411
H 4.447 -0.145 2.803
H 4.180 -1.410 4.004
H 4.179 -1.821 2.292
C -4.027 -6.150 5.796
C -3.160 -5.070 5.157
C -2.012 -4.604 6.052
C -2.444 -3.957 7.370
C -3.360 -2.744 7.221
C -2.713 -1.589 6.463
H -4.514 -5.793 6.704
H -4.812 -6.471 5.109
H -3.429 -7.026 6.054
H -3.786 -4.220 4.870
H -2.735 -5.464 4.229
H -1.386 -3.903 5.490
H -1.371 -5.460 6.282
H -1.545 -3.657 7.918
H -2.941 -4.701 7.998
H -3.642 -2.397 8.218
H -4.292 -3.030 6.725
H -1.800 -1.257 6.963
H -3.391 -0.736 6.405
H -2.458 -1.875 5.441
C -3.208 0.676 -8.838
C -3.454 -0.792 -8.504
C -4.670 -1.017 -7.607
C -4.578 -0.361 -6.229
C -3.368 -0.786 -5.400
C -3.339 -2.275 -5.062
H -3.003 1.266 -7.942
H -2.351 0.782 -9.504
H -4.075 1.112 -9.338
H -2.558 -1.218 -8.043
H -3.607 -1.344 -9.435
H -4.832 -2.092 -7.491
H -5.562 -0.633 -8.111
H -5.490 -0.592 -5.670
H -4.565 0.727 -6.342
H -3.375 -0.213 -4.464
H -2.443 -0.511 -5.919
H -4.230 -2.564 -4.501
H -2.465 -2.495 -4.450
H -3.282 -2.896 -5.956
```

Results
net charge	+1
2S+1	1
HOMO energy	-11.509	eV

---

C48H82O18 | the ωB97M-V functional and the def2-TZVPD basis

```
148
Properties=species:S:1:pos:R:3
C 7.865 6.074 0.162
C 7.808 4.818 -0.659
C 6.709 4.075 -0.700
C 6.488 2.800 -1.457
H 5.535 2.878 -1.983
H 7.269 2.646 -2.199
C 6.450 1.632 -0.464
H 7.399 1.643 0.079
H 5.655 1.804 0.261
C 6.249 0.232 -1.079
C 7.364 -0.046 -2.099
H 8.321 0.320 -1.732
H 7.463 -1.113 -2.279
H 7.145 0.448 -3.040
C 4.847 0.104 -1.729
H 4.664 1.053 -2.232
C 3.649 -0.202 -0.805
H 3.899 -1.096 -0.239
C 3.174 0.834 0.216
O 4.089 0.991 1.281
H 4.238 0.115 1.679
C 1.813 0.431 0.827
H 1.425 1.315 1.333
H 2.040 -0.300 1.604
C 0.755 -0.117 -0.140
H 0.505 0.695 -0.827
C 1.357 -1.244 -1.018
C 1.857 -2.436 -0.181
H 1.043 -3.125 0.013
H 2.266 -2.135 0.775
H 2.627 -2.995 -0.703
C 0.299 -1.782 -1.994
C -1.034 -2.099 -1.323
H -0.928 -2.937 -0.637
H -1.733 -2.407 -2.100
C -1.570 -0.865 -0.596
H -1.522 -0.038 -1.319
C -3.075 -0.973 -0.238
C -3.444 -2.148 0.669
H -4.526 -2.237 0.704
H -3.041 -3.074 0.269
H -3.083 -2.016 1.681
C -3.905 -1.131 -1.525
H -4.954 -0.965 -1.290
H -3.597 -0.415 -2.285
H -3.816 -2.134 -1.932
C -3.494 0.374 0.394
C -2.617 0.788 1.567
C -1.151 0.866 1.159
H -0.567 1.129 2.041
H -1.042 1.673 0.432
C -0.609 -0.445 0.551
C -0.481 -1.476 1.678
H -1.243 -1.314 2.433
H -0.576 -2.495 1.325
H 0.477 -1.381 2.178
H -2.768 0.084 2.385
H -2.955 1.766 1.915
H -3.421 1.147 -0.383
O -4.864 0.290 0.816
C -5.648 1.374 0.508
O -5.233 2.505 1.235
C -6.002 3.656 0.971
C -5.387 4.830 1.745
O -4.196 5.303 1.181
H -4.375 5.619 0.289
H -5.128 4.488 2.748
H -6.143 5.623 1.806
C -7.464 3.431 1.381
O -8.211 4.573 1.064
H -9.142 4.336 1.173
C -8.032 2.201 0.655
O -9.317 1.975 1.167
H -9.725 1.206 0.720
C -7.098 1.004 0.869
H -7.117 0.716 1.925
O -7.535 -0.062 0.047
C -7.567 -1.352 0.644
O -7.364 -2.333 -0.308
C -8.413 -2.633 -1.232
C -8.331 -1.760 -2.501
H -7.301 -1.806 -2.875
H -9.001 -2.179 -3.255
O -8.725 -0.421 -2.325
H -8.092 -0.013 -1.709
C -9.831 -2.690 -0.610
O -10.082 -3.958 -0.069
H -9.614 -4.021 0.777
C -10.077 -1.592 0.440
C -8.885 -1.539 1.420
O -8.870 -2.748 2.145
H -8.106 -2.764 2.733
H -9.025 -0.679 2.092
O -10.342 -0.333 -0.120
H -9.905 -0.276 -0.998
H -10.964 -1.879 1.020
H -10.560 -2.565 -1.420
H -8.175 -3.657 -1.547
H -6.707 -1.447 1.325
H -8.079 2.416 -0.426
H -7.503 3.233 2.464
H -5.982 3.879 -0.111
H -5.604 1.609 -0.580
H 0.101 -1.055 -2.781
H 0.688 -2.682 -2.476
C 2.536 -0.582 -1.803
C 3.277 -1.510 -2.782
H 3.222 -2.551 -2.473
H 2.845 -1.447 -3.780
C 4.743 -1.038 -2.764
H 5.066 -0.703 -3.750
H 5.385 -1.868 -2.475
C 2.107 0.653 -2.623
H 1.978 1.538 -2.011
H 2.860 0.876 -3.372
H 1.178 0.471 -3.156
H 3.109 1.829 -0.237
O 6.272 -0.773 -0.041
C 7.392 -0.912 0.795
C 6.977 -0.611 2.250
O 8.110 -0.533 3.090
H 8.672 0.196 2.805
C 6.070 -1.728 2.807
O 4.786 -1.694 2.249
H 4.769 -2.283 1.464
C 6.772 -3.088 2.647
O 7.757 -3.255 3.632
H 8.302 -2.454 3.643
C 7.375 -3.310 1.237
O 8.001 -2.163 0.663
C 6.396 -3.976 0.250
O 5.225 -3.240 0.013
H 5.501 -2.366 -0.335
H 6.084 -4.940 0.656
H 6.933 -4.146 -0.693
H 8.210 -4.010 1.369
H 6.038 -3.883 2.827
H 5.953 -1.541 3.882
H 6.414 0.332 2.252
H 8.191 -0.218 0.501
H 5.859 4.380 -0.104
C 9.078 4.529 -1.405
H 9.090 3.534 -1.837
H 9.931 4.624 -0.734
H 9.210 5.255 -2.208
H 8.633 5.990 0.931
H 6.912 6.273 0.645
H 8.123 6.924 -0.468
```

Results
ΔE to the lowest compared entry with this formula, charge and spin	3.8	kcal/mol
2S+1	1
HOMO energy	-9.027	eV

---

C48H84O26 | the ωB97M-V functional and the def2-TZVPD basis

```
158
Properties=species:S:1:pos:R:3
C 7.029 2.074 -1.198
C 5.747 2.735 -0.690
O 5.088 3.449 -1.414
C 5.275 2.411 0.688
H 7.143 1.070 -0.937
H 7.927 2.613 -0.835
H 7.033 2.094 -2.285
H 4.859 1.382 0.708
H 4.457 3.182 0.893
H 6.057 2.370 1.467
C 0.719 4.422 -8.127
C -0.076 3.260 -7.555
O 0.108 2.150 -7.926
C -1.078 3.530 -6.438
H 1.279 4.945 -7.303
H 0.088 5.150 -8.645
H 1.460 3.942 -8.748
H -1.968 2.893 -6.627
H -1.427 4.562 -6.506
H -0.864 3.171 -5.394
C 3.418 3.831 -3.981
C 2.375 4.739 -3.400
O 1.194 4.496 -3.402
C 2.828 6.097 -2.925
H 2.933 3.296 -4.807
H 3.576 3.066 -3.210
H 4.348 4.345 -4.280
H 3.511 6.070 -2.094
H 1.991 6.701 -2.574
H 3.311 6.706 -3.709
C -4.657 -3.094 -3.745
C -3.228 -2.776 -3.422
O -2.466 -2.322 -4.252
C -2.796 -3.045 -1.988
H -5.187 -2.830 -2.806
H -4.817 -4.180 -3.897
H -4.873 -2.491 -4.702
H -1.984 -3.811 -1.942
H -3.620 -3.203 -1.289
H -2.300 -2.125 -1.672
C -4.937 1.072 -1.909
C -3.676 1.972 -2.082
O -3.404 2.842 -1.275
C -3.040 2.106 -3.452
H -5.523 1.595 -1.189
H -4.687 0.062 -1.557
H -5.549 0.938 -2.763
H -3.714 2.710 -4.096
H -2.922 1.135 -3.927
H -2.056 2.542 -3.463
C -1.071 3.586 0.603
C -1.694 2.616 1.614
O -1.007 1.724 2.102
C -3.129 2.928 1.975
H -1.131 3.121 -0.352
H -0.097 3.793 0.838
H -1.654 4.499 0.599
H -3.110 3.905 2.583
H -3.493 2.159 2.670
H -3.729 3.137 1.090
C 5.115 -1.890 3.993
C 4.656 -1.685 2.574
O 3.765 -0.902 2.280
C 5.308 -2.615 1.507
H 4.609 -2.793 4.356
H 4.889 -1.062 4.647
H 6.180 -2.075 3.999
H 5.249 -3.679 1.858
H 6.365 -2.407 1.312
H 4.667 -2.455 0.606
C 2.173 -6.536 0.443
C 1.145 -5.689 -0.215
O -0.064 -5.987 -0.227
C 1.894 -4.646 -1.062
H 1.839 -7.536 0.749
H 2.473 -6.127 1.378
H 3.167 -6.541 -0.006
H 2.571 -4.091 -0.408
H 1.160 -3.957 -1.575
H 2.509 -5.192 -1.800
C 3.214 1.439 4.639
C 2.019 1.329 3.690
C 1.050 0.348 4.196
O 0.247 1.127 5.105
C 0.169 2.380 4.549
O -0.592 3.240 4.875
O 1.271 2.538 3.703
H 2.802 1.633 5.655
H 3.881 2.276 4.461
H 3.856 0.525 4.737
H 2.259 1.201 2.655
H 1.445 -0.557 4.654
H 0.330 0.063 3.374
C -2.389 -0.669 5.289
C -2.949 0.415 6.232
C -4.298 1.042 5.675
O -5.150 1.184 6.784
C -4.616 0.407 7.802
O -5.114 0.096 8.856
O -3.424 -0.105 7.462
H -1.349 -0.890 5.567
H -2.438 -0.282 4.208
H -3.084 -1.493 5.364
H -2.238 1.216 6.477
H -4.673 0.323 4.930
H -4.070 1.890 5.128
C 2.157 1.054 -0.585
C 1.115 -0.030 -0.683
C 1.253 -1.110 0.313
O -0.176 -1.454 0.539
C -0.897 -0.338 0.211
O -2.076 -0.269 0.374
O -0.215 0.524 -0.472
H 3.120 0.639 -0.451
H 2.054 1.630 0.372
H 2.085 1.668 -1.559
H 1.137 -0.463 -1.718
H 1.540 -0.692 1.331
H 1.762 -2.060 0.096
C -1.914 -4.950 2.628
C -0.855 -3.938 2.335
C -0.725 -2.900 3.425
O 0.664 -2.677 3.487
C 1.339 -3.726 2.912
O 2.542 -3.850 2.737
O 0.430 -4.546 2.332
H -2.823 -4.395 2.593
H -1.796 -5.363 3.617
H -1.878 -5.677 1.791
H -1.050 -3.450 1.379
H -1.104 -3.219 4.328
H -1.200 -1.924 3.055
C -6.121 0.659 2.195
C -5.282 -0.296 1.315
C -4.585 -1.446 2.157
O -4.955 -2.588 1.416
C -5.802 -2.325 0.459
O -6.208 -3.163 -0.244
O -6.111 -0.991 0.374
H -6.925 0.982 1.523
H -5.540 1.520 2.456
H -6.613 0.304 3.111
H -4.602 0.298 0.709
H -4.822 -1.563 3.173
H -3.548 -1.312 2.145
C 2.429 -0.347 -6.456
C 1.980 -0.281 -4.978
C 1.149 -1.491 -4.279
O 2.006 -1.961 -3.197
C 3.089 -1.120 -3.126
O 3.989 -1.184 -2.316
O 3.138 -0.250 -4.155
H 2.762 -1.334 -6.740
H 3.195 0.348 -6.680
H 1.538 -0.123 -7.047
H 1.520 0.692 -4.865
H 1.087 -2.364 -4.915
H 0.127 -1.276 -3.934
```

Results
2S+1	1
HOMO energy	-9.597	eV

---

The calculation returns the following M values, one per record and in order: 813.17, 947.17, 1077.17 g mol⁻¹.
The calculation returns the following E_LUMO values, one per record and in order: -4.36, 0.41, 0.36 eV.